Version P
{"formula": "C2H7NO3", "method": "the ωB97M-V functional and the def2-TZVPD basis", "smiles": "CNC(=O)O.O", "lumo_ev": 0.66, "gap_ha": 0.39313, "elements": ["C", "N", "C", "O", "O", "H", "H", "H", "H", "H", "H", "H", "O"], "positions_angstrom": [[-0.68533, 1.21691, 1.90767], [-1.07156, 0.68485, 0.61488], [-0.19148, -0.00143, -0.19935], [0.66057, -0.84543, 0.50008], [-0.19058, 0.08527, -1.39115], [-0.03676, 0.50375, 2.40661], [-1.52760, 1.41567, 2.55964], [-0.07163, 2.12136, 1.79419], [-1.70641, 1.21733, 0.06486], [0.02641, -1.40281, 0.97704], [0.97095, -1.21783, -3.04332], [2.05460, -2.14445, -3.48583], [1.76883, -1.63318, -2.70533]]}


Version Q
{"formula": "C2H7NO3", "method": "the ωB97M-V functional and the def2-TZVPD basis", "lumo_ev": -5.20, "gap_ha": 0.15358, "elements": ["O", "C", "O", "C", "N", "H", "H", "H", "H", "H", "H", "H", "O"], "positions_angstrom": [[-1.36041, -0.06307, -1.65578], [-1.19821, -1.18995, -1.16604], [-1.58481, -1.67132, -0.09759], [-0.51561, 1.06271, 0.74356], [0.47074, 0.05622, 1.17229], [-0.56932, -1.92483, -1.72982], [-0.56607, 1.72438, 1.60458], [-0.25338, 1.50327, -0.20895], [-1.45328, 0.47826, 0.63842], [0.94388, -0.35641, 0.33775], [2.53517, 0.08184, -1.14297], [1.22387, 0.45753, 1.73150], [2.32743, -0.15861, -0.22696]]}


Version R
{"formula": "C2H7NO3", "method": "the ωB97M-V functional and the def2-TZVPD basis", "lumo_ev": 0.63, "gap_ha": 0.34977, "elements": ["C", "C", "N", "O", "O", "O", "H", "H", "H", "H", "H", "H", "H"], "positions_angstrom": [[0.19541, -0.39253, 1.01145], [-0.90004, -0.47805, 0.05555], [0.28681, 1.08983, -2.22589], [-0.12012, 0.89670, -0.91873], [-0.09525, 0.09949, 2.29729], [1.00333, -1.51793, 1.05636], [-0.27057, 1.04480, 2.22886], [1.61332, -1.47360, 1.80157], [0.74369, 0.47930, 0.36895], [0.84592, 0.31796, -2.58331], [-0.54410, 1.26377, -2.79130], [-0.92529, -1.34200, -0.60045], [-1.83312, 0.01226, 0.29965]]}


Relative energies, unit eV: version P 0.000; version Q 7.722; version R 4.925


Version P
{"formula": "C3H6S2", "method": "the ωB97M-V functional and the def2-TZVPD basis", "smiles": "CCC(=S)S", "lumo_ev": -0.45, "gap_ha": 0.30398, "elements": ["C", "C", "C", "H", "H", "H", "H", "H", "H", "S", "S"], "positions_angstrom": [[0.19777, -1.51087, -0.15537], [-0.43257, -0.20767, -0.50785], [0.11065, 0.89539, 0.37389], [-0.60664, -2.24177, -0.21373], [1.16356, -1.75900, -0.55559], [0.44156, -1.43112, 0.94114], [-0.46748, -0.02682, -1.63031], [-1.44016, -0.29681, -0.28304], [0.27960, 3.20252, 0.53123], [0.18146, 2.39774, -0.53850], [0.57225, 0.97842, 2.03813]]}


Version Q
{"formula": "C3H6S2", "method": "the ωB97M-V functional and the def2-TZVPD basis", "smiles": "CCC(=S)S", "lumo_ev": -0.41, "gap_ha": 0.30035, "elements": ["C", "C", "C", "H", "H", "H", "H", "H", "H", "S", "S"], "positions_angstrom": [[-0.12312, 0.12044, -2.61643], [-0.43092, -0.59467, -1.33096], [-0.01619, -0.28560, 0.14349], [-0.64565, -0.35894, -3.35248], [-0.63671, 1.08624, -2.60405], [0.73551, 0.09268, -3.11405], [-1.50589, -1.07133, -1.36112], [0.26888, -1.54469, -1.43817], [0.05122, 1.21912, 2.00416], [-1.11635, 0.72879, 1.27743], [1.43847, -0.40780, 0.76564]]}


Relative energies, unit eV: version P 0.000; version Q 1.319


Version P
{"formula": "C29H38N4O2P2Ti", "method": "the ωB97M-V functional and the def2-TZVPD basis", "s_squared": 2.008, "lumo_ev": [0.35, 0.10], "gap_ha": [0.25110, 0.30084], "multiplicity": 3, "elements": ["Ti", "C", "C", "C", "C", "C", "C", "C", "C", "C", "H", "H", "H", "H", "H", "H", "H", "H", "H", "H", "H", "H", "H", "H", "H", "P", "P", "N", "N", "N", "N", "C", "C", "C", "C", "C", "C", "C", "C", "C", "C", "C", "C", "C", "C", "C", "C", "C", "C", "H", "H", "H", "H", "H", "H", "H", "H", "H", "H", "H", "H", "H", "H", "H", "H", "H", "H", "H", "H", "C", "C", "O", "O", "H", "H", "H"], "positions_angstrom": [[-0.19247, -2.44477, 0.24873], [-1.20611, 2.73938, -3.51208], [-0.01107, 3.07126, -2.99751], [0.23303, 4.05542, -1.89032], [-0.83799, 4.14192, -0.77198], [-1.57213, 2.91508, -0.31536], [-2.54027, 2.26626, -0.98181], [-3.32336, 3.00468, -2.01442], [-2.47716, 3.47829, -3.23146], [-1.18786, -3.43160, 1.85476], [-1.29178, 1.97645, -4.28948], [0.90856, 2.75010, -3.49855], [0.31747, 5.07655, -2.30696], [1.22425, 3.84682, -1.44949], [-0.31385, 4.54189, 0.11281], [-1.55589, 4.91815, -1.05897], [-1.49674, 2.77097, 0.77350], [-2.88190, 1.27149, -0.72570], [-3.74454, 3.93240, -1.58585], [-4.16412, 2.39837, -2.37028], [-3.09780, 3.39639, -4.13949], [-2.27396, 4.54857, -3.08810], [-1.29463, -4.42134, 1.36542], [-2.18128, -3.13212, 2.20562], [-0.54418, -3.57949, 2.73593], [-0.47579, -0.55164, 1.82976], [1.64728, -0.87205, -0.38780], [-2.19105, -0.03972, 2.04467], [0.01909, -0.47350, 3.54488], [0.97624, -0.76009, -2.01077], [3.27180, -1.16435, -0.88534], [0.28445, 0.93632, 1.14104], [1.57755, 0.78860, 0.30575], [-3.29245, -0.82007, 1.67769], [-4.44878, -0.22203, 2.14850], [-4.06977, 1.01453, 2.76370], [-2.68194, 1.10666, 2.66906], [-0.44834, -1.36471, 4.52109], [0.15141, -1.06112, 5.73682], [1.00497, 0.07098, 5.51983], [0.90187, 0.40716, 4.17437], [-0.09675, -1.58097, -2.38347], [-0.51659, -1.18361, -3.64325], [0.23629, -0.04121, -4.00285], [1.12264, 0.21975, -2.97559], [3.98190, -0.62346, -1.96771], [5.21138, -1.24869, -2.03534], [5.29132, -2.17334, -0.94069], [4.10268, -2.09630, -0.24024], [0.41163, 1.70480, 1.91298], [-0.48792, 1.27925, 0.44174], [1.57690, 1.52233, -0.52459], [2.48592, 0.90288, 0.93166], [-3.15667, -1.74126, 1.12854], [-5.44563, -0.62850, 2.07322], [-4.73349, 1.73357, 3.21298], [-2.01821, 1.88757, 3.00495], [-1.16725, -2.12571, 4.26574], [-0.01109, -1.58168, 6.66867], [1.60639, 0.57528, 6.26072], [1.36332, 1.20660, 3.61531], [-0.37666, -2.49116, -1.81815], [-1.28069, -1.65130, -4.23527], [0.09811, 0.55815, -4.89469], [1.86149, 0.99876, -2.86654], [3.55097, 0.12462, -2.60971], [5.96377, -1.06368, -2.78413], [6.12572, -2.81318, -0.70998], [3.76025, -2.60573, 0.65113], [2.45314, -5.35963, 0.03157], [1.40399, -4.31020, 0.15051], [1.48798, -3.37101, 1.02188], [0.37536, -4.29247, -0.60792], [2.89773, -5.55290, 1.01255], [3.22824, -4.99776, -0.65338], [1.97306, -6.26591, -0.35287]]}


Version Q
{"formula": "C29H38N4O2P2Ti", "method": "the ωB97M-V functional and the def2-TZVPD basis", "s_squared": 2.008, "lumo_ev": [0.01, -0.73], "gap_ha": [0.24765, 0.27642], "multiplicity": 3, "elements": ["Ti", "C", "C", "C", "C", "C", "C", "C", "C", "C", "H", "H", "H", "H", "H", "H", "H", "H", "H", "H", "H", "H", "H", "H", "H", "P", "P", "N", "N", "N", "N", "C", "C", "C", "C", "C", "C", "C", "C", "C", "C", "C", "C", "C", "C", "C", "C", "C", "C", "H", "H", "H", "H", "H", "H", "H", "H", "H", "H", "H", "H", "H", "H", "H", "H", "H", "H", "H", "H", "C", "O", "C", "O", "H", "H", "H"], "positions_angstrom": [[-1.44448, -0.74990, 2.70165], [1.04338, -4.20358, 0.07618], [1.04479, -3.07330, 0.74806], [0.69839, -1.73755, 0.17676], [-0.65492, -1.30120, -0.37271], [-1.75256, -2.25457, -0.72516], [-1.63530, -3.36277, -1.45708], [-0.36233, -3.66427, -2.11724], [0.78281, -4.43127, -1.37760], [-2.58815, 0.21250, 4.11116], [1.46348, -5.10076, 0.56615], [1.28709, -3.12228, 1.81727], [1.44319, -1.47380, -0.60454], [0.83370, -1.11211, 1.10940], [-1.10418, -0.55668, 0.41560], [-0.44518, -0.67230, -1.28024], [-2.68662, -2.03360, -0.16658], [-2.44511, -4.07665, -1.46743], [0.05539, -2.74271, -2.52622], [-0.60498, -4.27959, -2.98973], [0.56684, -5.50107, -1.51224], [1.70511, -4.24392, -1.95541], [-2.75079, -0.29525, 5.08870], [-3.53611, 0.45707, 3.57916], [-1.96928, 1.13601, 4.21063], [-1.73798, 1.55547, -0.21746], [2.39065, 0.30276, 0.78822], [-2.37289, 1.72547, -2.01252], [-2.20027, 3.24968, 0.02052], [3.21720, 0.05276, -0.77636], [3.73061, 1.03394, 1.57938], [0.11785, 1.64776, -0.60454], [1.06453, 1.59714, 0.62339], [-3.59579, 1.26203, -2.49199], [-3.80551, 1.74561, -3.77724], [-2.67905, 2.54957, -4.11726], [-1.79935, 2.49036, -3.03424], [-2.75077, 3.68100, 1.24131], [-2.84607, 5.06350, 1.23186], [-2.38758, 5.52298, -0.04629], [-1.99934, 4.39857, -0.75866], [4.13637, -0.99798, -1.06024], [4.67560, -0.75271, -2.31441], [3.93661, 0.28642, -2.96635], [3.10628, 0.80747, -1.97336], [4.80280, 1.80644, 1.08211], [5.32588, 2.56239, 2.12011], [4.61350, 2.21763, 3.31370], [3.68753, 1.25311, 2.97352], [0.30523, 2.56709, -1.19227], [0.38928, 0.82832, -1.28530], [1.56808, 2.56995, 0.73935], [0.45762, 1.46730, 1.55418], [-4.21985, 0.62658, -1.89158], [-4.65781, 1.58092, -4.40368], [-2.49763, 3.12928, -5.01258], [-0.83916, 2.98250, -2.90845], [-2.98620, 2.95903, 2.00342], [-3.17622, 5.71113, 2.02798], [-2.31682, 6.52972, -0.43884], [-1.58996, 4.36489, -1.75277], [4.28033, -1.87586, -0.42373], [5.55431, -1.21137, -2.71279], [3.98547, 0.54687, -4.03348], [2.45849, 1.66422, -2.00328], [5.12912, 1.69601, 0.05716], [6.10819, 3.30144, 2.04383], [4.75542, 2.64812, 4.29230], [3.00840, 0.66615, 3.56612], [-3.04451, -4.93035, 2.27828], [-1.72471, -4.27081, 2.72988], [-1.71207, -2.95440, 2.75988], [-2.77710, -2.22949, 2.57446], [-3.88648, -4.32175, 2.65083], [-3.09573, -5.92316, 2.73613], [-3.05072, -5.00015, 1.17322]]}


Relative energies, unit eV: version P 0.000; version Q 5.124


Version P
{"formula": "C2H17NO5", "method": "the ωB97M-V functional and the def2-TZVPD basis", "lumo_ev": 0.55, "gap_ha": 0.38356, "elements": ["H", "O", "N", "H", "H", "C", "H", "H", "H", "C", "H", "H", "H", "O", "H", "H", "O", "H", "H", "O", "H", "H", "O", "H", "H"], "positions_angstrom": [[-0.24817, 0.89390, 0.50137], [-0.75492, 1.56625, -0.38304], [0.38270, 0.02030, 1.20676], [-0.97725, 2.46675, -0.12755], [0.19304, 0.25168, 2.16192], [1.79768, -0.09165, 0.79275], [2.27656, 0.82125, 0.42494], [1.84921, -0.63892, -0.12501], [-0.10835, -0.80793, 0.83305], [2.62776, -0.31559, 2.04333], [2.37445, -1.30972, 2.59338], [3.70642, -0.46527, 1.99822], [2.58622, 0.54657, 2.70963], [-3.03625, 0.28101, -0.39272], [-2.11660, 0.63499, -0.55500], [-3.47575, -0.04377, -1.18203], [1.49581, 1.75021, -2.04160], [1.05965, 1.81127, -2.89069], [0.84272, 1.64095, -1.32361], [-2.15013, -1.81081, 1.08465], [-2.48848, -2.55512, 0.58093], [-2.74917, -1.04752, 0.92020], [0.38815, -1.45614, -1.72658], [0.02080, -0.72865, -2.23914], [1.06149, -1.86156, -2.28422]]}


Version Q
{"formula": "C2H17NO5", "method": "the ωB97M-V functional and the def2-TZVPD basis", "lumo_ev": 0.44, "gap_ha": 0.40163, "elements": ["H", "O", "N", "H", "H", "C", "H", "H", "H", "C", "H", "H", "H", "O", "H", "H", "O", "H", "H", "O", "H", "H", "O", "H", "H"], "positions_angstrom": [[-0.61605, 0.13154, 0.72114], [-0.70922, -0.79532, 1.59964], [0.23696, 0.90226, 0.05072], [-1.14095, -0.56057, 2.42198], [0.56314, 1.77471, 0.52086], [-0.51180, 1.23834, -1.13863], [-1.57384, 1.40663, -0.79920], [-0.66839, 0.52773, -1.92872], [1.05293, 0.22880, -0.15775], [0.05891, 2.53728, -1.74912], [1.14217, 2.87475, -1.58729], [-0.23039, 2.69158, -2.79904], [-0.52009, 3.37274, -1.33259], [1.39248, -2.20671, 1.93379], [0.41984, -1.84164, 1.75304], [1.70203, -1.52598, 2.48582], [-3.18057, 0.05119, 0.84071], [-3.28402, -0.67187, 0.21377], [-2.21699, -0.24113, 1.18240], [2.35507, -1.12758, -0.25152], [2.97489, -1.60630, -0.87616], [2.32008, -1.83784, 0.50167], [-0.02099, -2.05715, -0.76596], [0.63681, -1.38678, -0.94103], [-0.18200, -1.87869, 0.10148]]}


Relative energies, unit eV: version P 0.000; version Q 1.233